The following is a DFT calculation (ωB97M-V/def2-TZVPD) of a structure of composition C26H28BrF3IrNO9SSe2 at a distorted geometry.

Results
Charge: +1
LUMO level (alpha / beta): -0.2225 / -0.2129 Ha
Relative energy (zero: lowest compared OMol25 entry of this formula, charge and spin): 463.9 kJ/mol
Spin multiplicity: 2

Cartesian coordinates (Å):
Ir: -0.32 -0.91 0.02
C: -0.03 -2.07 4.16
Se: -0.83 -0.90 2.83
C: -2.43 -2.06 2.54
C: -3.74 -1.30 2.50
Se: -3.66 0.46 1.62
C: -5.10 1.22 2.74
H: 0.19 -3.05 3.74
H: -0.72 -2.18 5.00
H: 0.88 -1.60 4.49
H: -2.47 -2.78 3.36
H: -2.27 -2.61 1.61
H: -4.09 -1.08 3.51
H: -4.50 -1.87 1.96
H: -6.02 0.67 2.57
H: -5.24 2.26 2.47
H: -4.82 1.16 3.79
C: -0.08 2.86 -6.03
O: -0.60 3.70 -5.02
C: -0.64 3.27 -3.76
C: -1.15 4.20 -2.82
C: -1.24 3.86 -1.50
C: -0.84 2.60 -1.01
C: -0.95 2.29 0.39
C: -1.14 3.43 1.36
O: -0.92 1.16 0.89
C: -0.32 1.64 -1.95
O: 0.13 0.50 -1.65
C: -0.24 2.03 -3.32
H: -0.16 3.44 -6.95
H: -0.67 1.94 -6.13
H: 0.96 2.61 -5.84
H: -1.46 5.16 -3.17
H: -1.66 4.58 -0.81
H: -0.44 4.23 1.16
H: -0.98 3.05 2.37
H: -2.16 3.81 1.28
H: 0.18 1.29 -3.98
O: 3.65 1.13 -0.59
C: 4.22 1.15 0.61
C: 5.54 1.65 0.69
C: 6.20 1.68 1.90
C: 5.59 1.22 3.05
C: 4.29 0.74 3.00
C: 3.59 0.71 1.80
C: 2.19 0.18 1.77
O: 1.62 -0.13 2.82
O: 1.68 0.09 0.60
H: 2.74 0.74 -0.49
H: 5.99 2.00 -0.22
H: 7.21 2.07 1.94
H: 6.12 1.23 3.99
H: 3.79 0.39 3.89
F: -2.32 -3.34 -3.25
C: -2.35 -2.09 -2.80
F: -3.20 -1.38 -3.54
F: -1.13 -1.58 -2.96
S: -2.73 -2.04 -0.98
O: -1.62 -2.82 -0.43
O: -4.03 -2.58 -0.75
O: -2.58 -0.63 -0.63
Br: 1.51 -6.52 -2.59
C: 1.44 -4.90 -1.63
C: 1.17 -4.90 -0.27
C: 1.05 -3.68 0.37
N: 1.19 -2.52 -0.27
C: 1.53 -2.52 -1.55
C: 1.68 -3.69 -2.28
H: 1.04 -5.82 0.27
H: 0.85 -3.62 1.43
H: 1.67 -1.56 -2.02
H: 1.96 -3.66 -3.32